1.
{"formula": "C3H6N2OS", "method": "ωB97M-V/def2-TZVPD", "homo_ev": -9.779, "total_charge": 0, "relative_energy_kcal_mol": 61.8, "fmax_ha_per_bohr": 0.1166, "orbital_gap_ev": 10.32, "spin_multiplicity": 1, "smiles": "[H]/N=C\\S.CN=C=O", "species": ["H", "H", "C", "C", "O", "H", "N", "H", "C", "N", "H", "H", "S"], "xyz": [[-0.17024, 1.29508, -0.96906], [-2.22132, 2.17237, 0.99497], [1.02382, -1.91641, -0.13472], [-1.58160, 1.67470, 0.24265], [2.95409, 1.13543, 0.46521], [1.40116, -2.43240, 0.62795], [1.71981, -0.70069, -0.34278], [1.12227, -2.40558, -1.00901], [2.29971, 0.21314, 0.16925], [-0.58886, 2.02706, -0.37291], [-0.05391, -1.58929, 0.23129], [-3.58574, 0.49763, -0.02168], [-2.31919, 0.02896, 0.11884]], "forces_ev_per_angstrom": [[-0.4, 0.4, 0.2], [1.0, 0.9, -0.6], [-3.8, 4.5, 1.1], [-2.7, -1.7, 1.3], [-0.1, 0.2, 0.4], [1.8, -2.3, 3.1], [0.7, 1.3, 0.2], [-0.6, -2.1, -2.8], [0.3, -0.4, -0.7], [2.2, 1.0, -0.8], [1.8, -1.3, -1.3], [0.4, -0.2, 0.2], [-0.4, -0.3, -0.3]]}

2.
{"formula": "C3H6N2OS", "method": "ωB97M-V/def2-TZVPD", "homo_ev": -8.543, "total_charge": 0, "relative_energy_kcal_mol": 35.8, "fmax_ha_per_bohr": 0.0232, "orbital_gap_ev": 9.29, "spin_multiplicity": 1, "smiles": "CS/N=C\\NC=O", "species": ["H", "H", "N", "O", "H", "C", "S", "N", "H", "C", "H", "H", "C"], "xyz": [[-1.11094, -0.06510, -2.99050], [-2.23425, 1.24593, -2.42424], [0.62191, -0.09784, -0.70402], [-0.11003, -0.49931, 3.55865], [-0.92689, 0.08244, 1.84566], [-1.21619, 0.83488, -2.34954], [-0.98036, 0.47807, -0.62093], [1.04457, -0.64510, 1.61795], [1.79145, -1.11948, 2.14801], [1.32441, -0.52626, 0.25863], [2.31769, -0.87790, -0.04636], [-0.44418, 1.52684, -2.66380], [-0.07721, -0.33716, 2.37049]], "forces_ev_per_angstrom": [[-0.3, 0.4, 0.6], [0.4, 0.0, -0.1], [-0.5, 0.2, -0.3], [0.2, -0.3, 0.5], [-0.1, 0.1, -0.5], [0.1, -0.6, -0.6], [0.5, -0.4, 0.5], [0.9, -0.7, 0.3], [-0.7, 0.5, -0.2], [-0.4, 0.1, -0.5], [-0.2, 0.1, 0.5], [-0.2, 0.4, -0.1], [0.2, 0.1, -0.1]]}

3.
{"formula": "C3H6N2OS", "method": "ωB97M-V/def2-TZVPD", "homo_ev": -8.763, "total_charge": 0, "relative_energy_kcal_mol": 93.5, "fmax_ha_per_bohr": 0.1049, "orbital_gap_ev": 9.21, "spin_multiplicity": 1, "smiles": "N[C@@H]1CSNC1=O", "species": ["O", "S", "H", "H", "H", "H", "H", "N", "C", "C", "H", "C", "N"], "xyz": [[1.22663, 1.90888, -0.06994], [-2.11652, 0.27163, -0.41844], [-1.16203, -1.04408, 1.53760], [-1.31447, -2.00834, -0.15309], [2.51260, -0.74829, -0.23927], [0.76064, -0.31776, 1.45571], [-1.08346, 2.32029, -0.72840], [1.37909, -1.01783, -0.58186], [-1.06118, -0.98544, 0.43391], [0.37784, -0.36323, 0.34778], [1.37203, -0.76691, -1.82027], [0.23536, 1.14943, 0.07386], [-1.12653, 1.60165, 0.16239]], "forces_ev_per_angstrom": [[-3.4, -2.3, 0.2], [-0.1, -0.7, 0.8], [-1.1, -0.3, -0.8], [1.1, 2.4, 1.7], [-4.7, -0.7, -1.4], [-0.1, -0.6, -2.2], [-0.6, -1.6, 3.1], [3.5, 1.2, -1.9], [0.4, -0.9, -1.3], [1.2, 0.2, -0.1], [-0.4, -0.4, 5.4], [2.5, 1.8, 0.6], [1.6, 1.9, -4.1]]}

4.
{"formula": "C3H6N2OS", "method": "ωB97M-V/def2-TZVPD", "homo_ev": -8.590, "total_charge": 0, "relative_energy_kcal_mol": 132.0, "fmax_ha_per_bohr": 0.1222, "orbital_gap_ev": 9.13, "spin_multiplicity": 1, "species": ["N", "H", "O", "H", "C", "S", "H", "C", "N", "C", "H", "H", "H"], "xyz": [[0.26347, 1.11211, 0.14664], [-2.83687, 0.28152, -0.14324], [-1.02046, 1.53589, -0.27770], [1.00572, 1.69247, -0.43523], [0.36241, -0.25719, -0.02804], [-1.01975, -1.23439, -0.05646], [-1.98125, 0.60910, 1.28082], [-1.83570, 0.41600, 0.18220], [1.54845, -0.84610, -0.04345], [2.55097, 0.16264, 0.06381], [2.28167, 1.05798, 0.72681], [3.33567, 0.26802, -1.01711], [3.52522, -0.23676, 0.68274]], "forces_ev_per_angstrom": [[0.7, 2.1, -1.5], [-0.7, 0.9, -1.3], [-1.6, -1.9, -0.4], [-2.2, -1.7, 1.4], [5.5, -2.2, 0.0], [-1.1, 1.6, -0.2], [0.5, -0.5, -0.7], [-0.3, 0.5, 2.5], [-2.1, 1.8, -0.1], [6.2, -0.7, 0.3], [0.7, -0.8, -1.6], [-3.0, 0.5, 2.8], [-2.5, 0.4, -1.1]]}

5.
{"formula": "C3H6N2OS", "method": "ωB97M-V/def2-TZVPD", "homo_ev": -9.266, "total_charge": 0, "relative_energy_kcal_mol": 35.6, "fmax_ha_per_bohr": 0.0604, "orbital_gap_ev": 10.03, "spin_multiplicity": 1, "smiles": "N/C=N\\CC(=O)S", "species": ["H", "H", "N", "H", "S", "C", "H", "H", "C", "O", "C", "H", "N"], "xyz": [[-0.35994, -0.95877, -2.45300], [2.57684, 1.28605, 0.61213], [0.40219, 0.45531, -1.06754], [0.43516, 2.03126, 0.38390], [2.45417, 0.35012, 1.52027], [0.66958, 0.10043, 1.31474], [-1.05351, 1.05687, 0.37979], [-1.33784, -1.16988, 0.33742], [-0.37960, -0.51556, -1.42488], [0.03546, -0.73199, 1.93407], [0.05663, 1.01509, 0.23418], [-2.08549, -1.81384, -1.12084], [-1.41366, -1.10509, -0.65025]], "forces_ev_per_angstrom": [[0.4, 0.7, 0.9], [0.0, 0.5, -0.6], [-1.2, -0.9, -0.5], [0.1, -0.2, -0.4], [-0.6, -1.0, 0.9], [-0.3, 0.1, 0.1], [0.8, -0.1, 0.0], [0.1, 0.1, 0.8], [-1.0, -0.4, 0.5], [0.9, 0.8, -0.6], [-0.6, -0.4, 0.7], [2.0, 1.8, 1.2], [-0.6, -0.9, -2.9]]}

6.
{"formula": "C3H6N2OS", "method": "ωB97M-V/def2-TZVPD", "homo_ev": -9.130, "total_charge": 0, "relative_energy_kcal_mol": 91.2, "fmax_ha_per_bohr": 0.0555, "orbital_gap_ev": 8.19, "spin_multiplicity": 1, "smiles": "NN[C@@H](C=O)C=S", "species": ["H", "C", "N", "H", "H", "C", "S", "N", "C", "O", "H", "H", "H"], "xyz": [[-1.45443, 0.01957, -1.36650], [1.91816, 0.16592, -0.79678], [-0.98068, 0.73671, -0.91862], [-0.40090, -1.98957, 0.48174], [1.48739, -0.11281, 1.19857], [0.66572, -1.82040, 0.58030], [3.00489, 1.32638, -0.42718], [-0.40403, 0.33327, 0.31986], [0.94801, -0.27393, 0.27115], [1.42460, -2.64757, 0.96087], [-0.35881, 1.28154, -1.53106], [1.80881, -0.24109, -1.85493], [-0.26708, 1.15328, 0.92813]], "forces_ev_per_angstrom": [[-0.8, -1.5, -0.8], [0.0, 0.4, -0.8], [1.5, 2.1, 1.2], [-0.8, -0.4, 0.1], [-0.2, 0.9, 0.4], [-0.1, 1.2, -1.5], [-0.6, -0.9, -0.6], [1.1, 0.9, 0.0], [-0.2, -2.2, 0.7], [0.8, -0.2, 0.2], [-0.4, -0.6, 0.4], [0.2, 0.5, 1.4], [-0.7, -0.3, -0.7]]}